The following is a quantum chemistry calculation of a 4-piece molecular cluster, C27H47FN2O6 overall in a non-equilibrium geometry, from OMol25.

Computed properties:
HOMO-LUMO gap in eV: 8.9
Highest occupied orbital energy in eV: -8.6
E_tot in eV: -46732.5294
F_max in eV/Å: 6.99

Each line ends with the Mulliken charge.
Element x y z (Å)
H1 -0.599467 -4.224766 -4.678154  0.404
F1 -0.364889 2.521267 -0.578586  -0.416
C1 5.033587 0.328832 -0.401336  -0.573
C2 -0.319701 -1.609096 0.446079  -0.832
O1 2.964540 0.907261 -2.491985  -0.557
H2 0.627999 8.033915 -2.516711  0.368
H3 -3.261328 -3.669018 -2.361423  0.232
C3 -0.071115 7.781942 -1.714583  -1.442
H4 0.925664 4.506182 -1.195569  -0.157
H5 -0.375049 5.067128 -2.233635  0.300
C4 -1.291574 1.344317 3.762477  -0.261
C5 0.990690 2.052007 -0.233853  0.873
O2 5.089885 -1.498293 1.256706  -0.569
H6 5.146396 2.355202 -1.348536  0.445
H7 0.503446 -2.049489 -0.227107  0.261
H8 -2.276816 -4.692636 -4.321649  0.302
C6 0.967395 0.449386 -0.116644  -1.069
H9 1.301309 5.536826 -2.592755  0.389
H10 5.883187 0.164373 4.172662  0.220
H11 -1.565593 -0.327880 5.516435  0.315
C7 0.422263 6.588921 -0.911038  0.392
C8 5.039478 -0.620961 4.312546  -0.267
H12 1.214765 2.872037 3.350412  0.562
H13 -1.051506 7.576543 -2.157161  0.355
C9 -0.844405 2.387320 2.585983  -0.202
H14 -0.338793 -2.140808 1.481719  0.182
C10 0.758950 2.261597 2.473234  -0.539
N1 3.921546 0.410978 2.121420  0.017
H15 0.991103 3.926040 0.990374  0.182
H16 -0.192887 8.656494 -1.068831  0.335
C11 4.377604 1.787760 -0.676912  -0.367
H17 -5.768228 -5.487452 -0.988735  0.277
H18 -6.552816 -2.815412 -2.273941  0.314
C12 3.845739 -0.601540 3.248688  -0.115
H19 -2.094182 -1.103450 -3.158817  0.293
C13 4.691752 -0.286083 1.048194  0.441
H20 -1.111302 0.286817 0.276903  0.343
H21 -5.085445 -3.124249 -1.357717  0.205
C14 -1.971760 -1.978598 -3.803792  -1.287
C15 -6.234714 -4.903923 -1.787840  0.407
C16 0.582315 5.357632 -1.788337  -0.677
H22 1.774535 -1.457776 2.515964  0.004
O3 -5.515014 -5.176790 -2.989407  -0.537
C17 -6.132505 -3.422366 -1.464948  -1.094
H23 6.176379 0.385336 -0.507759  0.388
C18 -1.628509 0.358526 4.586198  -0.476
C19 3.005017 1.742173 -1.510747  0.271
H24 -1.356117 6.089619 -0.270091  0.356
H25 1.070021 1.158935 2.636923  -0.092
H26 1.659947 -3.381131 4.524815  0.320
H27 -5.921088 -4.664307 -3.703239  0.356
H28 4.441972 1.224617 2.495720  0.480
H29 3.747023 -3.496393 6.304383  0.273
C20 -1.480721 -3.171286 -2.998408  0.638
N2 -0.217664 -0.116073 0.595629  0.064
C21 -7.682633 -5.336037 -1.957203  -1.326
O4 -0.504813 6.306939 0.135887  -0.540
H30 -8.257976 -5.154358 -1.045360  0.371
H31 4.332758 2.374423 0.308819  0.219
C22 1.399737 2.837970 1.110612  -0.228
H32 2.531562 2.949435 1.282942  0.160
H33 1.021514 -0.101377 -1.147612  0.481
H34 1.921360 0.107775 0.467035  0.083
C23 2.605476 -1.578339 3.319178  0.262
H35 5.877209 -1.714467 6.202336  0.308
H36 -1.428969 2.060136 1.654869  0.170
C24 3.768433 -2.684386 5.481206  -0.277
H37 -1.360945 -1.835779 -0.026535  0.264
O5 1.849732 2.569821 -1.303869  -0.308
C25 -1.319869 -4.403096 -3.875000  -1.413
C26 2.558991 -2.661023 4.473265  -0.606
O6 -2.409551 -3.451779 -1.953643  -0.470
H38 -2.951534 -2.183729 -4.248101  0.322
H39 -1.270978 -1.727574 -4.604753  0.393
H40 4.680555 -0.463370 -1.179209  0.269
H41 -8.157562 -4.796473 -2.783448  0.346
H42 -0.523770 -2.927689 -2.527097  0.235
H43 1.379995 6.832970 -0.441334  0.296
H44 -6.660853 -3.182159 -0.538411  0.386
C27 4.996623 -1.698910 5.463462  -0.518
H45 -0.977781 -5.255436 -3.280881  0.341
H46 -1.208213 3.417088 2.940469  0.425
H47 -7.739820 -6.400786 -2.200844  0.319

Forces on atoms 1 to 2 (eV/Å):
H -0.0627 -0.0311 0.0364
F 2.5765 -1.0827 0.3942